Density functional theory data (ωB97M-V/def2-TZVPD) for 12 unconnected molecules or ions with the total composition C34H97N5O12 at a distorted geometry.

## Properties
electronic energy: -68847.453 eV
HOMO: -0.329 hartree
energy above the lowest of the compared OMol25 structures with the same formula, charge and spin: 11.5 kcal/mol
SMILES: COC[C@H](C)N.COC[C@H](C)N.COC[C@H](C)N.COC[C@H](C)N.COC[C@H](C)N.CCO.CCO.CCO.CCO.CCO.CCO.CCO
E_LUMO: 0.3 eV

Atoms and positions in Å:
1 C 0.435 0.889 -3.142
2 O -0.030 1.354 -4.386
3 C -0.489 2.684 -4.232
4 C -0.855 3.328 -5.552
5 C 0.306 3.354 -6.538
6 N -1.248 4.720 -5.269
7 H 0.769 -0.136 -3.305
8 H -0.374 0.863 -2.404
9 H 1.237 1.447 -2.644
10 H -1.336 2.688 -3.527
11 H 0.230 3.299 -3.672
12 H -1.718 2.790 -5.965
13 H 0.062 3.959 -7.413
14 H 0.502 2.349 -6.915
15 H 1.203 3.753 -6.068
16 H -1.501 5.144 -6.161
17 H -2.153 4.748 -4.797
18 C -5.334 0.615 1.960
19 O -6.630 0.136 2.218
20 C -7.585 0.822 1.445
21 C -9.006 0.358 1.779
22 C -9.325 -1.058 1.309
23 N -9.987 1.335 1.331
24 H -5.314 1.673 2.253
25 H -5.009 0.441 0.928
26 H -4.616 0.091 2.595
27 H -7.519 1.885 1.708
28 H -7.416 0.708 0.366
29 H -9.003 0.381 2.874
30 H -9.600 -1.017 0.253
31 H -10.149 -1.505 1.866
32 H -8.469 -1.729 1.419
33 H -10.919 0.961 1.493
34 H -9.989 1.440 0.317
35 C 4.024 -0.828 -3.380
36 O 4.644 -1.749 -4.245
37 C 3.771 -2.740 -4.748
38 C 4.510 -3.501 -5.869
39 C 3.762 -4.782 -6.193
40 N 5.920 -3.771 -5.549
41 H 3.701 -1.294 -2.444
42 H 3.193 -0.339 -3.902
43 H 4.727 -0.041 -3.114
44 H 3.525 -3.463 -3.959
45 H 2.863 -2.258 -5.126
46 H 4.519 -2.852 -6.750
47 H 2.798 -4.557 -6.652
48 H 3.646 -5.442 -5.333
49 H 4.344 -5.322 -6.943
50 H 5.952 -4.391 -4.742
51 H 6.279 -2.869 -5.246
52 C -2.074 0.892 -0.205
53 O -0.918 0.102 -0.245
54 C 0.119 0.544 0.607
55 C 1.404 -0.219 0.272
56 C 1.361 -1.674 0.752
57 N 2.579 0.386 0.905
58 H -1.916 1.834 -0.757
59 H -2.429 1.089 0.811
60 H -2.831 0.406 -0.825
61 H 0.334 1.600 0.379
62 H -0.214 0.487 1.653
63 H 1.535 -0.256 -0.812
64 H 2.269 -2.234 0.527
65 H 0.532 -2.262 0.351
66 H 1.210 -1.682 1.838
67 H 2.557 0.223 1.916
68 H 2.438 1.402 0.860
69 C -1.256 2.275 6.944
70 O -1.093 1.344 5.912
71 C -0.065 0.417 6.146
72 C 0.110 -0.412 4.888
73 C -1.229 -1.059 4.492
74 N 1.099 -1.483 5.162
75 H -1.565 1.811 7.884
76 H -1.983 3.030 6.638
77 H -0.362 2.897 7.095
78 H 0.860 0.984 6.337
79 H -0.239 -0.183 7.050
80 H 0.484 0.207 4.073
81 H -1.125 -1.661 3.586
82 H -1.912 -0.227 4.299
83 H -1.613 -1.748 5.243
84 H 0.977 -1.832 6.109
85 H 0.973 -2.316 4.597
86 C 7.206 -1.116 -0.462
87 C 5.788 -1.094 0.036
88 O 5.145 0.118 -0.284
89 H 7.184 -0.927 -1.538
90 H 7.679 -2.088 -0.311
91 H 7.838 -0.384 0.042
92 H 5.760 -1.302 1.116
93 H 5.203 -1.910 -0.413
94 H 4.211 0.144 0.030
95 C 3.116 2.130 4.385
96 C 3.823 0.788 4.582
97 O 3.190 -0.204 3.767
98 H 2.052 2.038 4.592
99 H 3.304 2.527 3.388
100 H 3.531 2.857 5.093
101 H 3.775 0.444 5.619
102 H 4.865 0.861 4.274
103 H 2.492 -0.664 4.298
104 C 0.766 5.043 0.029
105 C 1.893 4.390 0.810
106 O 2.429 3.287 0.068
107 H 0.376 5.908 0.576
108 H -0.019 4.314 -0.177
109 H 1.054 5.450 -0.945
110 H 1.494 3.964 1.733
111 H 2.655 5.120 1.102
112 H 2.891 3.671 -0.686
113 C -1.147 3.359 3.312
114 C -2.605 2.997 3.290
115 O -3.281 3.869 4.197
116 H -0.904 4.267 2.763
117 H -0.525 2.521 2.981
118 H -0.799 3.465 4.341
119 H -2.737 1.944 3.583
120 H -3.128 3.032 2.326
121 H -4.217 3.648 4.221
122 C 3.415 -5.411 0.616
123 C 4.733 -5.957 1.177
124 O 5.696 -4.895 1.142
125 H 3.545 -5.043 -0.401
126 H 3.031 -4.609 1.242
127 H 2.695 -6.236 0.574
128 H 5.175 -6.783 0.631
129 H 4.539 -6.208 2.224
130 H 5.555 -4.245 1.832
131 C -1.036 -3.608 -1.707
132 C -2.321 -3.118 -1.075
133 O -2.828 -3.970 -0.057
134 H -1.276 -4.465 -2.340
135 H -0.313 -3.885 -0.942
136 H -0.666 -2.831 -2.375
137 H -3.032 -2.953 -1.894
138 H -2.179 -2.144 -0.589
139 H -3.611 -3.587 0.340
140 C -3.677 1.148 -3.750
141 C -3.298 -0.314 -3.463
142 O -3.406 -1.070 -4.659
143 H -4.700 1.114 -4.143
144 H -3.050 1.540 -4.546
145 H -3.782 1.775 -2.862
146 H -3.987 -0.765 -2.750
147 H -2.259 -0.368 -3.121
148 H -2.687 -0.833 -5.253

Atomic partial charges in e from the Löwdin method, atoms 1 to 8: C -0.121; O -0.165; C -0.240; C -0.444; C -0.053; N 0.027; H 0.086; H 0.061



Density functional theory data (ωB97M-V/def2-TZVPD) for 13 unconnected molecules or ions with the total composition C35H101N5O13 at a distorted geometry.

## Properties
electronic energy: -71995.331 eV
HOMO: -0.329 hartree
energy above the lowest of the compared OMol25 structures with the same formula, charge and spin: 0.0 kcal/mol
E_LUMO: 0.5 eV

Atoms and positions in Å:
1 C -4.870 4.120 -0.534
2 C -4.153 3.601 0.679
3 O -3.949 4.770 1.490
4 H -4.270 4.931 -0.965
5 H -5.796 4.655 -0.325
6 H -4.984 3.390 -1.337
7 H -3.177 3.152 0.475
8 H -4.816 2.843 1.113
9 H -3.587 4.496 2.356
10 C 0.974 -3.328 -5.065
11 C 0.453 -2.149 -4.279
12 O 0.197 -2.437 -2.919
13 H 1.901 -3.707 -4.636
14 H 1.114 -3.033 -6.104
15 H 0.204 -4.099 -4.980
16 H -0.510 -1.811 -4.672
17 H 1.179 -1.338 -4.404
18 H -0.701 -2.231 -2.655
19 C 0.745 6.152 -2.101
20 C 2.013 6.900 -1.775
21 O 2.719 6.386 -0.678
22 H 0.977 5.113 -2.351
23 H 0.234 6.457 -3.014
24 H 0.073 6.208 -1.246
25 H 1.783 7.943 -1.509
26 H 2.671 6.969 -2.651
27 H 3.545 6.846 -0.531
28 C 1.721 1.144 5.674
29 C 1.527 0.990 4.156
30 O 0.654 -0.107 3.906
31 H 1.398 0.249 6.208
32 H 1.357 2.070 6.108
33 H 2.796 1.030 5.846
34 H 2.477 0.680 3.698
35 H 1.163 1.869 3.615
36 H 0.410 -0.188 2.952
37 C -2.293 2.382 3.505
38 C -2.375 3.490 4.537
39 O -3.523 4.304 4.182
40 H -3.183 1.743 3.459
41 H -1.489 1.675 3.718
42 H -2.305 2.720 2.470
43 H -1.502 4.139 4.425
44 H -2.468 3.183 5.577
45 H -3.833 4.704 4.998
46 C 3.496 -4.139 4.036
47 C 2.241 -3.230 4.038
48 O 2.558 -2.046 4.709
49 H 3.645 -4.442 5.073
50 H 4.422 -3.651 3.736
51 H 3.253 -4.983 3.388
52 H 1.456 -3.788 4.561
53 H 1.912 -3.046 3.013
54 H 2.028 -1.321 4.337
55 C -1.588 -4.118 5.349
56 C -2.006 -3.167 4.201
57 O -2.582 -3.860 3.125
58 H -2.334 -4.912 5.414
59 H -1.518 -3.627 6.320
60 H -0.625 -4.611 5.205
61 H -1.134 -2.605 3.850
62 H -2.644 -2.406 4.648
63 H -1.995 -4.506 2.723
64 C 3.211 -2.480 -1.215
65 C 4.237 -2.520 -0.100
66 C 5.665 -2.753 -0.584
67 O 5.804 -3.983 -1.258
68 C 6.968 -4.117 -2.035
69 N 4.041 -1.330 0.700
70 H 3.412 -1.791 -2.037
71 H 2.234 -2.445 -0.735
72 H 3.181 -3.442 -1.741
73 H 3.977 -3.379 0.532
74 H 6.371 -2.680 0.253
75 H 5.953 -1.952 -1.281
76 H 7.845 -3.887 -1.413
77 H 6.982 -3.392 -2.853
78 H 7.113 -5.153 -2.328
79 H 4.502 -0.611 0.130
80 H 4.684 -1.341 1.493
81 C -5.180 -0.270 -0.857
82 C -5.590 -1.589 -0.221
83 C -6.613 -2.432 -0.994
84 O -7.881 -1.803 -1.065
85 C -8.753 -2.544 -1.880
86 N -4.442 -2.491 -0.041
87 H -5.071 -0.302 -1.943
88 H -4.288 0.101 -0.353
89 H -5.982 0.463 -0.746
90 H -6.040 -1.353 0.750
91 H -6.627 -3.418 -0.516
92 H -6.187 -2.640 -1.982
93 H -8.713 -3.603 -1.602
94 H -8.449 -2.470 -2.931
95 H -9.811 -2.279 -1.885
96 H -4.598 -3.190 0.672
97 H -3.598 -1.982 0.174
98 C 7.269 2.797 -1.275
99 C 6.395 2.061 -0.268
100 C 4.911 2.100 -0.645
101 O 4.630 1.211 -1.703
102 C 3.291 1.232 -2.102
103 N 6.883 0.694 -0.101
104 H 7.175 2.377 -2.279
105 H 8.333 2.745 -1.031
106 H 7.090 3.876 -1.313
107 H 6.495 2.626 0.663
108 H 4.615 3.132 -0.855
109 H 4.376 1.746 0.245
110 H 3.102 0.654 -3.005
111 H 2.914 2.239 -2.323
112 H 2.572 0.861 -1.361
113 H 7.896 0.707 -0.037
114 H 6.758 0.188 -0.975
115 C -2.504 2.634 -3.034
116 C -2.185 1.151 -3.247
117 C -2.638 0.593 -4.605
118 O -4.043 0.535 -4.582
119 C -4.582 0.002 -5.765
120 N -0.759 0.907 -2.974
121 H -1.974 3.198 -3.806
122 H -2.221 2.990 -2.043
123 H -3.563 2.876 -3.123
124 H -2.808 0.575 -2.549
125 H -2.278 -0.442 -4.674
126 H -2.214 1.205 -5.409
127 H -4.172 -0.930 -6.160
128 H -4.571 0.749 -6.570
129 H -5.649 -0.119 -5.562
130 H -0.570 -0.084 -2.907
131 H -0.669 1.346 -2.056
132 C -1.541 -0.465 0.966
133 C -0.116 -0.235 0.502
134 C 0.330 1.187 0.710
135 O -0.264 2.039 -0.257
136 C 0.038 3.400 -0.003
137 N 0.698 -1.144 1.316
138 H -2.175 0.359 0.621
139 H -1.725 -0.501 2.041
140 H -1.972 -1.381 0.569
141 H 0.095 -0.445 -0.554
142 H 1.399 1.366 0.896
143 H 0.001 1.558 1.697
144 H -0.390 3.684 0.964
145 H -0.454 3.983 -0.778
146 H 1.118 3.554 -0.054
147 H 1.708 -1.085 1.241
148 H 0.385 -2.104 1.304
149 C -0.447 -4.061 0.050
150 O -0.038 -4.382 1.373
151 H -1.535 -3.960 0.039
152 H -0.050 -3.080 -0.209
153 H -0.069 -4.787 -0.667
154 H 0.253 -5.296 1.415

Atomic partial charges in e from the Löwdin method, atoms 1 to 8: C -0.100; C -0.325; O -0.093; H 0.076; H 0.079; H 0.059; H 0.086; H 0.113